102
Properties=species:S:1:pos:R:3:lowdin_spin:R:1 method="wB97M-V/def2-TZVPD" multiplicity=2 charge=+1 orbital_gap_ev="7.162 / 6.953" relative_energy_kcal_mol=0.0
Ti 0.38648 -0.50809 0.09620 1.022
I -0.47638 -0.12400 2.92727 0.006
C -0.86270 -1.98422 3.79840 0.002
C -1.99178 -2.00230 4.56490 0.000
C -2.23755 -3.06623 5.45610 0.000
C -1.28019 -4.01705 5.62725 0.000
C -0.10066 -4.01322 4.84214 0.000
C 0.91483 -4.96427 5.11684 0.000
C 2.07326 -4.97081 4.40626 0.000
C 2.18961 -4.12199 3.28587 0.000
C 1.21256 -3.22228 2.93923 0.002
P 1.24920 -2.68567 1.18502 0.021
C 3.01680 -2.46462 0.82243 0.005
C 3.79173 -1.64793 1.65174 0.002
C 5.12329 -1.40874 1.34500 0.001
C 5.68877 -1.98164 0.21109 0.002
C 4.91784 -2.78024 -0.62077 0.000
C 3.58174 -3.01827 -0.32401 0.003
C 0.69461 -4.14342 0.25912 0.003
C -0.23008 -3.93141 -0.75863 0.002
C -0.68708 -4.98870 -1.53397 0.000
C -0.21278 -6.26730 -1.29966 0.000
C 0.72300 -6.48968 -0.29423 0.001
C 1.17266 -5.43642 0.48251 0.000
C 0.08749 -3.04796 3.81637 0.000
H -2.68845 -1.17471 4.52703 0.000
H -3.14800 -3.07534 6.04011 0.000
H -1.39744 -4.79417 6.37313 0.000
H 0.75434 -5.66671 5.92720 0.000
H 2.87140 -5.66112 4.64510 0.000
H 3.06134 -4.22856 2.65268 0.000
H 3.36275 -1.22905 2.55558 0.000
H 5.72718 -0.79303 2.00120 0.000
H 6.72983 -1.79999 -0.02638 0.000
H 5.34872 -3.21764 -1.51261 0.000
H 2.98648 -3.63262 -0.98910 0.000
H -0.59593 -2.93413 -0.97247 0.000
H -1.40810 -4.80412 -2.32000 0.000
H -0.56675 -7.09580 -1.90071 0.000
H 1.10269 -7.48813 -0.11790 0.000
H 1.89917 -5.63064 1.25979 0.000
C 4.78648 2.79364 -2.18900 -0.001
C 3.73836 2.97226 -3.08455 0.000
C 2.71971 2.02957 -3.17255 -0.001
C 2.71162 0.89572 -2.35721 -0.005
C 3.77296 0.73754 -1.46168 -0.001
C 4.80778 1.66413 -1.38082 0.000
Ge 1.21874 -0.41353 -2.38067 -0.004
C 1.89933 -1.95876 -3.38799 -0.001
C 3.24686 -2.07521 -3.73419 -0.001
C 3.72986 -3.20604 -4.38276 0.000
C 2.87075 -4.25058 -4.69845 -0.001
C 1.52547 -4.15243 -4.36770 0.000
C 1.05253 -3.01959 -3.71651 -0.001
C -0.12361 0.46579 -3.52224 0.000
C -0.44873 0.03862 -4.80800 0.000
C -1.44072 0.67793 -5.54509 0.000
C -2.12187 1.76172 -5.01003 0.000
C -1.79965 2.21360 -3.73624 0.000
C -0.81161 1.56681 -3.00669 0.000
H 5.58726 3.52179 -2.13524 0.000
H 3.71988 3.84580 -3.72628 0.000
H 1.91411 2.18947 -3.88134 0.000
H 3.80585 -0.13541 -0.81679 0.000
H 5.63323 1.49945 -0.69487 0.000
H 3.93470 -1.26752 -3.50488 0.000
H 4.77847 -3.26835 -4.65163 0.000
H 3.24620 -5.13061 -5.20692 0.000
H 0.84446 -4.95820 -4.61804 0.000
H -0.00328 -2.96467 -3.46463 0.000
H 0.07178 -0.80592 -5.24676 0.000
H -1.67984 0.32844 -6.54209 0.000
H -2.89824 2.25390 -5.58201 0.000
H -2.32152 3.06423 -3.31341 0.000
H -0.57783 1.92891 -2.00865 0.000
C -2.77835 -2.09006 0.61910 -0.011
Si -2.13875 -0.67924 -0.50273 -0.044
C -3.04093 0.89858 -0.00460 -0.007
C -2.67630 -1.12328 -2.24920 -0.007
H -3.24498 -2.86985 0.00928 -0.001
H -3.53680 -1.70689 1.31052 -0.001
H -2.02075 -2.58854 1.22773 0.000
H -4.12374 0.74931 -0.07736 -0.002
H -2.77675 1.72511 -0.66849 0.000
H -2.81898 1.19690 1.02423 0.000
H -3.67272 -1.57528 -2.22251 -0.001
H -2.00038 -1.83144 -2.73497 0.000
H -2.71522 -0.23447 -2.88404 0.000
O 1.02751 1.36215 0.37081 0.012
S 1.96253 2.57694 0.22362 0.004
C 1.06878 3.86000 1.14608 0.001
C 1.94135 4.25860 2.33554 0.000
C 2.63384 2.97836 2.79261 0.000
C 3.20151 2.36142 1.52067 0.000
H 0.15074 3.36081 1.45997 0.000
H 0.81483 4.66988 0.46502 0.000
H 1.33374 4.71936 3.11345 0.000
H 2.68631 4.99483 2.02594 0.000
H 1.91827 2.29536 3.25679 0.000
H 3.42431 3.17335 3.51612 0.000
H 3.42052 1.29355 1.54867 0.000
H 4.09167 2.88029 1.15810 0.000